Below is a cluster of 2 separate species, H4O2 in total at a distorted geometry, with properties calculated with the ωB97M-V functional and the def2-TZVPD basis.

HOMO energy ... -11.220 eV
Multiplicity ... 1
SMILES ... O.O
Frontier orbital gap ... 11.876 eV
Energy ... -152.8668 hartree
Energy above the lowest of the compared OMol25 structures with the same formula, charge and spin ... 0.2219 eV
Total charge ... 0

The geometry in XYZ format:
```
6
Properties=species:S:1:pos:R:3:forces:R:3:mulliken_charge:R:1
O -1.3033 -0.9202 1.3351 0.4 -0.6 -2.1 -0.646
H -0.9471 -0.1145 1.6659 0.3 1.1 0.9 0.314
H -0.9582 -0.8546 0.4024 -0.7 -0.4 1.2 0.329
O 0.7697 0.5893 -0.9735 -1.0 0.4 0.2 -0.636
H 1.4966 -0.0170 -0.8357 0.5 0.4 -0.5 0.323
H 0.9424 1.3169 -1.5942 0.5 -0.8 0.4 0.316
```
Positions in Å, forces in eV/Å.

=====

Below is an isolated molecule of C2H6N3P at a distorted geometry, with properties calculated with the ωB97M-V functional and the def2-TZVPD basis.

HOMO energy ... -9.414 eV
Multiplicity ... 1
SMILES ... [H]/N=C\C/N=P/N
Frontier orbital gap ... 9.761 eV
Energy ... -585.3862 hartree
Energy above the lowest of the compared OMol25 structures with the same formula, charge and spin ... 0.7396 eV
Total charge ... 0

The geometry in XYZ format:
```
12
Properties=species:S:1:pos:R:3:forces:R:3:mulliken_charge:R:1
H 3.3361 -0.4341 -0.2400 -0.2 0.9 -0.2 0.237
N 2.9279 0.5289 -0.1734 1.5 -1.0 0.1 -0.632
C 1.7016 0.4274 -0.0024 -2.2 1.2 0.1 -0.022
C 0.7985 -0.7787 -0.0114 0.2 1.0 2.7 -0.384
N -0.5273 -0.2177 0.3876 0.0 -1.2 -1.1 -0.320
P -1.8176 -0.5161 -0.4618 0.6 0.8 1.0 0.124
N -3.0083 0.4746 0.2067 -1.0 -2.0 -3.2 -0.466
H 1.0080 1.2872 0.1773 1.2 0.1 -0.2 0.334
H 0.9628 -1.2151 -0.9612 -0.6 -1.0 -1.1 0.366
H 1.2331 -1.3871 0.8237 -0.8 -0.1 -0.8 0.241
H -2.8850 1.2336 0.8063 0.4 1.3 1.0 0.266
H -3.7300 0.5971 -0.5513 0.8 0.1 1.6 0.257
```
Positions in Å, forces in eV/Å.

=====

Below is a cluster of 3 separate species, C15H38I2N3O7P2S2 in total at a distorted geometry, with properties calculated with the ωB97M-V functional and the def2-TZVPD basis.

HOMO energy ... -6.453 eV
Multiplicity ... 1
Frontier orbital gap ... 8.321 eV
Energy ... -3359.6550 hartree
Total charge ... -1

The geometry in XYZ format:
```
69
Properties=species:S:1:pos:R:3:forces:R:3:mulliken_charge:R:1
C -0.9010 -2.8944 -1.6543 0.8 -0.4 -0.8 -0.646
C 0.0486 -2.7958 -0.2995 1.0 -0.5 -1.5 -0.329
I -0.6149 -1.2020 1.1007 0.2 -1.0 -0.6 0.027
C 0.3212 -4.2363 0.4336 0.9 1.5 -0.1 -0.767
I 1.0796 -5.5848 -1.1753 0.0 0.7 1.0 0.127
S -1.1920 -5.0548 1.1729 -5.9 -3.3 -1.3 1.161
O -2.4621 -4.1742 1.2224 4.7 -1.6 0.2 -0.567
O -1.5432 -6.2602 0.2168 2.2 3.8 3.3 -0.710
N -0.7150 -5.7665 2.6920 -0.6 2.7 0.2 -0.448
S -1.2138 -4.8183 4.0684 -4.6 2.5 -1.4 0.809
O -2.5376 -5.3928 4.6654 4.8 1.6 -1.6 -0.622
O -1.2239 -3.2874 3.8504 0.2 -4.5 0.5 -0.441
P 0.2951 -5.1678 5.6126 0.4 -1.7 0.4 -0.102
P 2.2368 -4.5638 4.7839 6.0 2.8 2.0 0.876
O 3.2967 -4.2327 5.9475 -4.2 -1.4 -3.7 -0.641
O 2.9826 -5.8827 3.8614 -2.5 3.4 -0.1 -0.500
O 2.1335 -3.0733 3.8295 0.3 -2.0 1.7 -0.482
H -0.1399 -3.0843 -2.5543 -1.7 0.4 1.9 0.301
H -1.6172 -3.8351 -1.6564 1.3 2.2 0.3 0.256
H -1.4489 -1.8852 -1.9131 1.0 -2.1 0.9 0.041
H 1.1107 -2.4187 -0.6933 -2.3 -0.8 1.2 0.505
H 1.1600 -4.1881 1.2560 -1.8 0.1 -1.7 0.423
H 0.0788 -4.2403 6.7176 0.1 0.1 -1.4 0.119
H 2.7983 -5.7263 2.8886 0.1 -0.4 1.4 0.349
H 2.4143 -2.2905 4.4066 -0.4 -1.9 -0.8 0.307
C -3.1950 4.2919 -3.0267 0.1 0.0 0.1 -1.373
C -3.8544 2.9991 -2.5568 0.3 0.0 0.1 -0.405
N -2.9273 2.0476 -1.9424 0.1 -0.3 -0.1 0.242
C -3.5060 0.7140 -1.7538 0.0 0.0 -0.3 -0.039
C -4.6772 0.5851 -0.7845 -0.1 -0.2 0.2 -1.117
C -2.1303 2.5451 -0.8186 0.1 0.2 -0.3 -0.011
C -2.8815 3.0926 0.3901 0.0 0.1 0.4 -1.200
H -2.3667 4.0869 -3.7128 -0.1 0.0 0.1 0.312
H -3.9255 4.9093 -3.5598 0.0 -0.1 0.1 0.433
H -2.8164 4.8863 -2.1907 0.0 0.0 -0.1 0.271
H -4.3059 2.5344 -3.4411 0.1 -0.2 0.2 0.429
H -4.6808 3.2496 -1.8825 -0.2 0.1 0.0 0.298
H -2.7183 0.0135 -1.4484 0.0 0.3 0.1 -0.305
H -3.8391 0.3466 -2.7331 0.1 0.2 0.0 0.505
H -4.3493 0.6410 0.2550 -0.1 0.0 -0.1 0.222
H -5.1509 -0.3941 -0.9121 0.1 0.1 0.0 0.429
H -5.4474 1.3426 -0.9537 0.1 0.0 0.0 0.278
H -1.4678 3.3357 -1.1915 -0.1 0.0 -0.1 0.382
H -1.4434 1.7609 -0.4799 -0.2 -0.1 -0.2 -0.274
H -3.7124 3.7472 0.1113 0.0 -0.1 0.0 0.263
H -2.1982 3.6865 1.0092 -0.1 -0.1 -0.1 0.402
H -3.2653 2.2915 1.0242 -0.1 0.1 -0.1 0.272
C 1.6228 0.4157 -1.5128 0.2 -0.1 0.0 -1.349
C 1.9076 1.8695 -1.1489 0.1 -0.2 0.1 -0.136
N 2.9170 2.0339 -0.1019 0.1 0.3 0.3 0.138
C 2.9794 3.3970 0.4341 -0.2 -0.2 0.1 -0.690
C 3.4188 4.5076 -0.5153 0.2 0.3 0.0 -0.971
C 4.2152 1.3988 -0.3407 -0.3 -0.3 0.0 -0.689
C 4.9794 1.8076 -1.5951 0.4 0.0 -0.2 -0.978
H 1.3373 -0.1647 -0.6293 0.1 0.2 -0.2 -0.005
H 0.7941 0.3668 -2.2269 0.1 0.1 0.1 0.561
H 2.4848 -0.0657 -1.9827 0.0 0.0 0.0 0.499
H 0.9613 2.2999 -0.8007 0.2 0.1 0.2 0.188
H 2.1789 2.4143 -2.0599 0.0 0.1 -0.2 0.140
H 3.6292 3.4127 1.3183 0.0 -0.2 -0.2 0.375
H 1.9841 3.6572 0.8170 0.0 -0.2 -0.1 0.367
H 4.4944 4.4804 -0.6984 -0.1 0.0 -0.1 0.229
H 3.2018 5.4814 -0.0635 0.0 -0.1 0.0 0.394
H 2.8955 4.4712 -1.4747 0.1 0.0 0.1 0.261
H 4.0644 0.3129 -0.3755 -0.1 0.1 0.0 0.343
H 4.8633 1.5491 0.5304 -0.3 0.2 0.0 0.384
H 4.3409 1.8592 -2.4819 0.0 0.0 0.1 0.244
H 5.7623 1.0689 -1.8054 -0.1 0.1 0.0 0.374
H 5.4795 2.7693 -1.4682 -0.1 0.0 -0.1 0.261
```
Positions in Å, forces in eV/Å.